Computed, not measured: a cluster of 4 separate species, C2H14N3O3 in total at a distorted geometry, with the ωB97M-V functional and the def2-TZVPD basis.

Last column: Mulliken charge in e.
Geometry (Å):
C (-0.0221, 0.0177, 2.7182)  -0.87
N (0.0417, -0.2195, 1.2992)  0.08
C (-0.0927, -1.4474, 0.7206)  0.72
N (0.1208, -1.5199, -0.5921)  -0.10
N (-0.4362, -2.5237, 1.4190)  -0.35
H (-1.0551, 0.3790, 2.8993)  0.44
H (0.4910, 0.9709, 2.9084)  0.32
H (0.2664, -0.8253, 3.3316)  0.41
H (-0.1175, 0.6444, 0.7095)  0.37
H (0.3686, -0.7111, -1.1963)  0.24
H (0.1167, -2.4629, -0.9711)  0.26
H (-0.2364, -3.4666, 1.1462)  0.25
H (-0.9782, -2.3586, 2.2452)  0.24
H (-1.9640, 2.0123, -1.8743)  0.31
H (-1.3201, 2.8630, -2.8307)  0.32
O (-1.1185, 2.0634, -2.3370)  -0.62
H (0.3799, 2.3930, -0.8010)  0.34
H (1.4422, 2.2284, 0.2864)  0.36
O (0.4955, 2.1063, 0.1392)  -0.68
H (0.9594, 0.6952, -3.0408)  0.31
H (1.4595, -0.6617, -3.4802)  0.31
O (1.1989, -0.1769, -2.6992)  -0.68

Forces on the atoms, in the same order (eV/Å):
-0.001 0.658 -0.909
-1.362 0.486 1.236
0.063 -1.753 -1.859
-0.062 0.264 1.672
0.290 1.459 0.395
-0.254 -0.316 0.149
0.388 -0.276 0.148
0.085 0.017 0.072
0.917 0.411 -0.338
0.523 -0.340 -0.508
-0.095 0.260 -0.547
-0.110 -0.396 -0.293
-0.021 -0.428 0.569
-0.026 -0.533 0.266
0.531 0.340 -0.625
-0.320 0.268 0.421
-0.510 -0.234 0.689
0.090 0.134 0.217
0.106 -0.132 -0.949
-0.124 -0.020 0.062
0.227 -0.422 -0.341
-0.335 0.550 0.472

Its total charge is +2. The calculation puts the LUMO energy (alpha / beta) at -7.6 / -12.9 eV. As for the energy relative to the best compared isomer or geometry (same formula, charge and spin): 0.000 eV. The spin multiplicity is 2.